Entry 1:
Molecular formula: C2H9NS
Method: DFT, ωB97M-V/def2-TZVPD

The value obtained for the frontier orbital gap is 10.1 eV. Its SMILES is CN.CS. As for the HOMO energy: -0.3345 hartree. For the total energy, the calculation gives -534.5109 Eh.

CARTESIAN COORDINATES (ANGSTROEM)
C -2.490 0.343 1.258
S -1.281 0.026 -0.091
H -2.239 1.282 1.746
H -2.352 -0.467 1.970
H -3.466 0.354 0.786
C 2.865 -0.376 -0.076
N 1.924 -0.016 -1.153
H 3.153 -1.429 -0.082
H 2.425 -0.112 0.881
H 3.759 0.224 -0.189
H 2.275 -0.336 -2.048
H 1.029 -0.464 -1.003
H -0.573 1.154 -0.063

Entry 2:
Molecular formula: C23H30N6O
Method: DFT, ωB97M-V/def2-TZVPD

The value obtained for the frontier orbital gap is 9.0 eV. Its SMILES is CC(C)(C)c1ccc(-n2ncc3c2CCC[C@H]3NC(=O)CCCn2cncn2)cc1. As for the HOMO energy: -0.3084 hartree. For the total energy, the calculation gives -1298.2476 Eh.

CARTESIAN COORDINATES (ANGSTROEM)
C 2.225 7.154 -0.628
H 1.190 7.398 -0.854
H 2.732 6.861 -1.544
H 2.707 8.054 -0.251
C 2.313 6.050 0.429
C 1.667 4.751 -0.027
C 1.672 3.647 0.821
C 1.103 2.442 0.457
C 0.515 2.306 -0.794
C 0.484 3.403 -1.647
C 1.051 4.603 -1.265
H 1.006 5.427 -1.958
H 0.003 3.298 -2.607
N -0.074 1.108 -1.220
C 0.265 -0.176 -0.933
C -0.599 -0.982 -1.649
C -1.433 -0.089 -2.341
N -1.102 1.156 -2.078
H -2.244 -0.308 -3.007
C -0.560 -2.471 -1.636
N -1.892 -3.005 -1.419
C -2.272 -4.219 -1.863
O -1.600 -4.894 -2.615
C -3.622 -4.682 -1.321
H -4.393 -3.962 -1.597
H -3.855 -5.639 -1.790
C -3.574 -4.835 0.200
H -3.400 -3.863 0.667
H -4.532 -5.211 0.566
C -2.439 -5.773 0.635
N -2.013 -5.467 1.973
C -2.103 -6.188 3.102
N -1.600 -5.517 4.112
C -1.206 -4.361 3.548
N -1.438 -4.291 2.258
H -0.743 -3.568 4.099
H -2.525 -7.171 3.152
H -2.749 -6.818 0.601
H -1.582 -5.638 -0.032
H -2.463 -2.515 -0.749
C 0.404 -2.954 -0.536
H -0.096 -2.885 0.434
C 1.682 -2.120 -0.517
H 2.128 -2.120 -1.514
H 2.401 -2.562 0.175
C 1.383 -0.678 -0.093
H 1.096 -0.672 0.964
H 2.269 -0.049 -0.208
H 0.645 -4.003 -0.715
H -0.230 -2.857 -2.609
H 1.100 1.623 1.157
H 2.123 3.719 1.800
C 1.603 6.543 1.697
H 1.691 5.824 2.507
H 2.038 7.484 2.028
H 0.545 6.702 1.497
C 3.796 5.792 0.730
H 3.920 5.061 1.523
H 4.281 6.716 1.040
H 4.301 5.420 -0.160

Entry 3:
Molecular formula: C15H24Cl2GaIN2O
Method: DFT, ωB97M-V/def2-TZVPD

The value obtained for the frontier orbital gap is 5.4 eV. As for the HOMO energy: -0.5128 hartree. As for the charge: +2. For the total energy, the calculation gives -3912.9465 Eh.

CARTESIAN COORDINATES (ANGSTROEM)
Ga -0.378 0.231 1.314
C -1.499 0.060 -2.493
C -0.780 -1.179 -2.521
C 0.676 -0.977 -2.447
C 0.863 0.351 -2.482
C -0.544 1.025 -2.550
C -0.710 2.478 -2.701
C 2.109 1.143 -2.529
C 1.671 -2.088 -2.431
C -1.384 -2.498 -2.659
C -2.984 0.209 -2.560
H -0.666 2.949 -1.710
H -1.668 2.737 -3.146
H 0.099 2.916 -3.285
H 2.962 0.588 -2.145
H 2.010 2.079 -1.976
H 2.330 1.417 -3.566
H 1.595 -2.694 -1.526
H 2.686 -1.702 -2.495
H 1.533 -2.762 -3.278
H -1.118 -3.081 -1.765
H -0.897 -3.039 -3.478
H -2.460 -2.489 -2.794
H -3.356 0.115 -3.581
H -3.291 1.182 -2.181
H -3.488 -0.548 -1.959
I 5.555 -1.787 1.326
C 3.892 -0.752 1.913
C 3.705 -0.018 3.068
N 2.462 0.483 3.026
N 1.820 0.128 1.898
C 2.685 -0.626 1.223
H 4.363 0.181 3.898
H 2.009 1.066 3.714
H 2.416 -1.047 0.266
C -3.418 1.236 2.857
O -2.916 0.376 1.821
H -3.663 0.663 3.751
H -4.292 1.786 2.512
H -2.627 1.946 3.092
H -3.625 -0.207 1.529
Cl -0.656 -0.927 4.050
C -0.346 -0.015 5.567
Cl 0.153 1.635 5.219
H 0.448 -0.537 6.088
H -1.275 -0.007 6.125

Entry 4:
Molecular formula: C5H10N3
Method: DFT, ωB97M-V/def2-TZVPD

The value obtained for the frontier orbital gap (alpha / beta) is 7.8 / 7.8 eV. As for the HOMO energy (alpha / beta): -0.4514 / -0.4513 hartree. As for the charge: +1. For the total energy, the calculation gives -360.2994 Eh.

CARTESIAN COORDINATES (ANGSTROEM)
C -1.109 -1.318 -0.330
C -1.546 1.696 0.957
C 0.910 0.987 -0.311
C 0.794 -2.929 -0.420
C -0.274 0.919 0.636
N -0.266 -2.151 -0.539
N -0.432 1.340 1.825
N 1.050 0.589 -1.605
H -2.122 -1.492 -0.413
H -1.811 2.774 0.914
H -2.444 1.063 1.241
H 0.903 2.140 -0.266
H 1.779 0.701 0.389
H 0.905 -3.259 0.521
H 1.416 -3.214 -1.256
H 0.101 1.767 2.513
H 0.284 0.408 -2.312
H 1.861 -0.020 -1.547

Entry 5:
Molecular formula: C3H8N2
Method: DFT, ωB97M-V/def2-TZVPD

The value obtained for the frontier orbital gap is 8.2 eV. Its SMILES is C/C(N)=C/N. As for the HOMO energy: -0.2612 hartree. For the total energy, the calculation gives -228.5455 Eh.

CARTESIAN COORDINATES (ANGSTROEM)
C -0.426 1.686 -0.141
C -0.287 0.159 -0.100
C 0.795 -0.437 -0.631
N 1.341 -1.642 -0.045
N -1.176 -0.448 0.823
H 0.361 2.090 -0.669
H -1.407 2.086 -0.770
H -0.549 2.127 0.855
H 1.465 0.001 -1.498
H 0.659 -2.055 0.544
H 2.368 -1.758 0.056
H -2.212 -0.361 0.820
H -0.931 -1.448 0.757

Entry 6:
Molecular formula: C2H4N2S3
Method: DFT, ωB97M-V/def2-TZVPD

The value obtained for the frontier orbital gap is 7.6 eV. Its SMILES is SC1=CN(S)NS1. As for the HOMO energy: -0.2685 hartree. For the total energy, the calculation gives -1382.5477 Eh.

CARTESIAN COORDINATES (ANGSTROEM)
C -0.092 -0.876 0.686
C -1.192 -0.256 0.014
N 0.576 1.222 0.434
N 1.041 -0.052 0.518
S -0.945 1.395 -0.373
S -2.831 -0.925 -0.224
S 2.136 -0.625 -0.820
H -0.120 -1.918 0.909
H 1.334 1.878 0.147
H -3.104 0.238 -0.823
H 3.197 -0.080 -0.468

Entry 7:
Molecular formula: C27H55BrCl3N3O7P
Method: DFT, ωB97M-V/def2-TZVPD

The value obtained for the frontier orbital gap is 7.3 eV. As for the HOMO energy: -0.3968 hartree. As for the charge: +1. For the total energy, the calculation gives -6048.2994 Eh.

CARTESIAN COORDINATES (ANGSTROEM)
C -0.182 5.735 7.020
C 0.474 5.943 5.702
Cl 1.883 6.923 5.730
C 0.063 5.438 4.538
Cl -1.314 4.456 4.360
N 0.776 5.688 3.329
C 0.659 6.796 2.585
N 1.499 6.685 1.568
N 1.650 7.659 0.555
C 2.537 8.505 0.806
O 3.362 9.295 0.926
C 2.182 5.483 1.616
P 3.448 5.008 0.349
O 3.293 3.406 0.526
Br 5.228 5.393 1.621
C 1.719 4.874 2.737
Cl 2.144 3.389 3.377
H -0.807 6.594 7.253
H -0.765 4.822 7.018
H 0.585 5.661 7.783
H -0.004 7.620 2.773
H 2.426 3.168 0.880
C 4.520 -0.581 -0.804
C 3.496 0.054 0.121
O 2.155 -0.055 -0.329
C 1.672 -1.387 -0.447
C 1.646 -2.147 0.868
H 4.385 -0.224 -1.826
H 5.528 -0.329 -0.474
H 4.439 -1.669 -0.815
H 3.668 1.127 0.186
H 3.595 -0.354 1.134
H 2.243 -1.939 -1.199
H 0.657 -1.291 -0.835
H 2.649 -2.358 1.241
H 1.134 -3.100 0.732
H 1.124 -1.571 1.634
C 3.444 -3.056 -4.609
C 3.218 -4.100 -3.528
O 1.929 -4.050 -2.944
C 0.842 -4.286 -3.821
C 0.848 -5.665 -4.458
H 3.179 -2.064 -4.240
H 4.492 -3.051 -4.909
H 2.847 -3.253 -5.500
H 3.908 -3.928 -2.702
H 3.428 -5.104 -3.913
H 0.792 -3.505 -4.589
H -0.049 -4.178 -3.201
H 1.664 -5.782 -5.172
H -0.086 -5.832 -4.995
H 0.957 -6.435 -3.695
C -4.879 -2.864 -5.339
C -5.136 -2.484 -3.891
O -4.333 -3.185 -2.958
C -2.940 -2.977 -3.078
C -2.509 -1.535 -2.860
H -4.930 -3.947 -5.462
H -5.625 -2.401 -5.984
H -3.896 -2.534 -5.681
H -6.163 -2.737 -3.630
H -5.032 -1.402 -3.749
H -2.578 -3.343 -4.046
H -2.488 -3.608 -2.312
H -2.849 -0.880 -3.664
H -1.420 -1.472 -2.821
H -2.919 -1.155 -1.923
C 2.998 -3.020 4.560
C 4.056 -2.632 3.542
O 3.767 -1.430 2.844
C 3.671 -0.266 3.634
C 4.953 0.098 4.365
H 2.010 -3.022 4.100
H 3.205 -4.016 4.949
H 2.974 -2.334 5.409
H 4.120 -3.396 2.768
H 5.043 -2.573 4.013
H 2.835 -0.346 4.342
H 3.416 0.529 2.928
H 5.189 -0.616 5.154
H 4.857 1.081 4.831
H 5.793 0.120 3.670
C -8.078 -0.738 -0.135
C -7.063 -0.586 -1.255
O -7.322 0.502 -2.126
C -7.303 1.782 -1.528
C -5.960 2.160 -0.923
H -9.090 -0.748 -0.539
H -7.904 -1.671 0.401
H -8.015 0.076 0.589
H -7.087 -1.470 -1.890
H -6.046 -0.519 -0.849
H -8.097 1.871 -0.777
H -7.550 2.474 -2.332
H -5.724 1.559 -0.043
H -5.971 3.206 -0.616
H -5.161 2.015 -1.652

Entry 8:
Molecular formula: C18H33Cl2N2O2
Method: DFT, ωB97M-V/def2-TZVPD

The value obtained for the frontier orbital gap is 10.3 eV. As for the HOMO energy: -0.4670 hartree. As for the charge: +1. For the total energy, the calculation gives -1885.8300 Eh.

CARTESIAN COORDINATES (ANGSTROEM)
C -1.521 0.222 -4.031
C -1.271 0.874 -2.642
C -2.299 2.002 -2.464
C -1.961 3.039 -1.385
C -1.655 2.438 0.000
C -0.159 2.120 0.220
C -0.042 1.227 1.475
N 1.270 0.599 1.636
C 2.044 0.840 2.674
N 3.126 0.104 2.530
C 3.052 -0.620 1.366
C 1.876 -0.312 0.799
C 1.325 -0.897 -0.483
C 2.379 -0.734 -1.588
C 2.191 -1.649 -2.819
C 1.672 -3.037 -2.495
O 2.273 -3.780 -1.752
O 0.507 -3.458 -3.110
C -0.637 -3.072 -2.333
C -0.851 -3.928 -1.093
H -1.301 0.974 -4.790
H -0.947 -0.692 -4.175
H -2.595 0.029 -4.098
H -0.243 1.251 -2.654
H -1.379 0.084 -1.892
H -3.263 1.530 -2.251
H -2.401 2.511 -3.426
H -1.169 3.725 -1.699
H -2.851 3.667 -1.275
H -2.189 1.485 0.081
H -1.959 3.131 0.786
H 0.306 1.634 -0.636
H 0.363 3.064 0.397
H -0.166 1.890 2.331
H -0.872 0.525 1.513
H 1.790 1.509 3.478
H 3.904 0.081 3.171
H 3.799 -1.302 1.008
H 0.411 -0.358 -0.718
H 1.088 -1.935 -0.242
H 3.399 -0.796 -1.216
H 2.283 0.295 -1.954
H 3.182 -1.796 -3.257
H 1.609 -1.171 -3.607
H -0.587 -2.003 -2.088
H -1.508 -3.196 -2.977
H 0.016 -3.977 -0.433
H -1.688 -3.543 -0.502
H -1.121 -4.941 -1.392
Cl 0.404 2.424 5.770
C -0.918 1.421 6.435
C -0.969 0.061 5.791
Cl -1.467 0.160 4.080
H -1.850 1.964 6.300
H -0.732 1.318 7.502
H -1.698 -0.566 6.302
H -0.003 -0.436 5.834

Entry 9:
Molecular formula: C34H35F5O5PS
Method: DFT, ωB97M-V/def2-TZVPD

The value obtained for the frontier orbital gap is 7.6 eV. As for the HOMO energy: -0.3898 hartree. As for the charge: +1. For the total energy, the calculation gives -2931.4835 Eh.

CARTESIAN COORDINATES (ANGSTROEM)
C -1.982 1.823 2.232
C -2.002 2.961 1.249
O -2.113 2.822 0.076
O -1.937 4.269 1.724
C -1.039 4.635 2.703
S 0.717 4.661 2.171
C 1.142 2.974 1.737
P 1.050 2.776 -0.098
O 0.725 4.083 -0.686
O 2.457 2.185 -0.494
O 0.021 1.581 -0.295
H -2.962 1.341 2.183
H -1.246 1.103 1.861
H -1.769 2.087 3.267
H -1.230 5.677 2.972
H -1.071 4.021 3.611
H 0.520 5.057 0.875
H 0.497 2.279 2.276
H 2.162 2.791 2.078
H 2.545 1.221 -0.475
H -0.764 1.911 -0.774
F 2.718 1.010 3.360
C 3.799 0.321 2.879
C 3.980 -0.981 3.291
C 5.055 -1.684 2.765
C 5.916 -1.079 1.858
C 5.708 0.237 1.472
C 4.634 0.955 1.983
H 3.292 -1.430 3.995
H 5.216 -2.712 3.058
H 6.748 -1.638 1.454
H 6.383 0.713 0.772
H 4.461 1.985 1.698
F -3.566 2.286 5.090
C -3.595 3.510 5.677
C -3.086 3.657 6.951
C -3.130 4.921 7.524
C -3.671 5.996 6.830
C -4.174 5.812 5.549
C -4.140 4.555 4.960
H -2.683 2.803 7.478
H -2.746 5.063 8.525
H -3.708 6.973 7.291
H -4.603 6.645 5.008
H -4.531 4.377 3.966
F -2.543 -4.729 -3.374
C -2.260 -3.567 -2.757
C -1.561 -3.601 -1.567
C -1.268 -2.397 -0.943
C -1.675 -1.195 -1.509
C -2.379 -1.193 -2.705
C -2.678 -2.389 -3.342
H -1.259 -4.551 -1.148
H -0.717 -2.402 -0.011
H -1.438 -0.265 -1.013
H -2.698 -0.261 -3.153
H -3.219 -2.414 -4.277
F -1.020 -1.238 -6.406
C -1.917 -1.493 -7.386
C -2.678 -2.641 -7.303
C -3.604 -2.894 -8.306
C -3.749 -2.010 -9.366
C -2.966 -0.865 -9.423
C -2.039 -0.594 -8.426
H -2.540 -3.321 -6.473
H -4.213 -3.788 -8.256
H -4.469 -2.213 -10.147
H -3.075 -0.175 -10.249
H -1.419 0.292 -8.448
F 5.478 -4.671 1.733
C 4.792 -5.035 0.623
C 5.498 -5.495 -0.469
C 4.785 -5.859 -1.603
C 3.400 -5.757 -1.628
C 2.721 -5.290 -0.511
C 3.417 -4.923 0.633
H 6.576 -5.567 -0.424
H 5.317 -6.227 -2.470
H 2.852 -6.045 -2.514
H 1.642 -5.216 -0.525
H 2.911 -4.565 1.520

Entry 10:
Molecular formula: C14H24MnNO2P
Method: DFT, ωB97M-V/def2-TZVPD

The value obtained for the frontier orbital gap (alpha / beta) is 4.9 / 7.8 eV. Its multiplicity is 6. As for the HOMO energy (alpha / beta): -0.1608 / -0.2806 hartree. For the total energy, the calculation gives -2245.2702 Eh.

CARTESIAN COORDINATES (ANGSTROEM)
C 0.423 3.387 -1.629
C -0.870 2.950 -1.371
C -1.076 1.716 -0.722
C 0.008 0.930 -0.304
C 1.307 1.405 -0.552
C 1.510 2.608 -1.235
C -2.537 1.397 -0.521
C -2.985 -0.038 -0.244
N -1.907 -1.075 -0.366
Mn -0.246 -1.004 0.467
C 2.527 0.629 -0.113
P 2.022 -1.083 0.333
H -1.753 3.524 -1.687
H 2.537 2.912 -1.467
H 0.572 4.349 -2.117
H 2.975 1.067 0.797
H 3.282 0.575 -0.923
H -2.927 1.989 0.331
H -3.111 1.735 -1.400
H -3.419 -0.124 0.764
C 3.105 -1.573 1.702
C 2.521 -2.097 -1.095
H -3.793 -0.340 -0.927
C -1.538 -1.354 -1.806
C -2.427 -2.343 0.277
H 1.007 0.375 3.759
H -2.406 -1.778 -2.330
H -1.174 -0.442 -2.288
H -0.724 -2.098 -1.815
H -3.056 -2.874 -0.446
H -1.574 -2.982 0.564
H -2.997 -2.112 1.188
H 3.608 -2.126 -1.224
H 2.188 -3.123 -0.880
H 2.051 -1.751 -2.031
H 4.148 -1.694 1.374
H 3.053 -0.821 2.502
H 2.727 -2.526 2.088
H 0.033 -2.377 -0.370
O -1.006 0.772 2.719
C -0.332 1.552 3.406
O 0.930 1.344 3.812
H -0.674 2.515 3.782

Entry 11:
Molecular formula: C3H5NOS
Method: DFT, ωB97M-V/def2-TZVPD

The value obtained for the frontier orbital gap is 8.0 eV. Its SMILES is CC(=S)/C=N\O. As for the HOMO energy: -0.3308 hartree. For the total energy, the calculation gives -645.3960 Eh.

CARTESIAN COORDINATES (ANGSTROEM)
C 0.609 -0.844 -0.950
C 0.170 0.543 -0.848
C -0.529 1.081 0.355
H -0.151 -1.660 -0.623
H 1.049 -1.058 -1.917
H 1.380 -0.963 -0.151
H -0.795 2.153 0.161
H -0.880 -0.863 2.690
N -0.949 0.589 1.456
O -0.371 -0.645 1.852
S 0.466 1.666 -2.024

Entry 12:
Molecular formula: C4H4FN
Method: DFT, ωB97M-V/def2-TZVPD

The value obtained for the frontier orbital gap is 11.1 eV. Its SMILES is C=C(F)CC#N. As for the HOMO energy: -0.3806 hartree. For the total energy, the calculation gives -309.3926 Eh.

CARTESIAN COORDINATES (ANGSTROEM)
C -0.845 0.381 1.362
C -0.349 -0.346 -1.430
C 0.560 0.089 -0.589
C 0.448 -0.067 0.928
N -1.821 0.814 1.808
F 1.664 0.748 -1.051
H -0.246 -0.210 -2.460
H -1.260 -0.852 -1.004
H 1.193 0.572 1.415
H 0.656 -1.130 1.020